# 1
Formula: C22H24N5O3SbSc
Source: OMol25
Level of theory: ωB97M-V/def2-TZVPD

Its HOMO-LUMO gap is 0.2946 Ha. As for the lowest unoccupied orbital energy: -3.34 eV.

ORCA input file:
```
! RIJCOSX wB97M-V def2-TZVPD def2/J DEFGRID3
* xyz 1 1
Sc 0.1184 -0.3221 0.3938
N -0.3913 -2.7476 -0.2892
C -1.8323 -2.9169 0.0345
C -1.9815 -2.4006 1.4468
O -2.5214 -3.0704 2.3131
N -1.3684 -1.2024 1.6035
C -1.0584 -0.8470 2.9843
C 0.3209 -0.1989 2.9890
O 0.6536 0.6583 3.7623
O 1.1074 -0.6168 1.9623
H 0.1330 -3.2943 0.3877
H -0.1817 -3.1544 -1.1943
H -2.4137 -2.3157 -0.6603
H -2.1724 -3.9450 -0.0109
H -1.7592 -0.1518 3.4366
H -1.0385 -1.7383 3.6155
C 3.1925 -2.0035 -0.3629
C 2.2682 -1.8987 -1.5434
C 2.4017 -2.7422 -2.6402
C 1.5248 -2.6348 -3.7015
C 0.5524 -1.6411 -3.6829
C 0.4857 -0.8109 -2.5816
N 1.3051 -0.9640 -1.5231
Sb -0.7235 0.9873 -2.6425
C 0.7066 2.0989 -1.4708
C 1.0739 3.3030 -2.0350
C 2.0108 4.0910 -1.3739
C 2.5524 3.6198 -0.2021
C 2.1582 2.3860 0.3180
C 2.7805 1.8807 1.5859
N 1.2246 1.6469 -0.3026
C -2.0696 0.7192 -0.9565
C -3.3813 0.3322 -1.1516
C -4.2862 0.5444 -0.1152
C -3.8667 1.2002 1.0235
C -2.5308 1.5600 1.1634
C -2.0462 2.3397 2.3483
N -1.6470 1.2711 0.1982
H 3.5991 -3.0094 -0.2680
H 2.7044 -1.7395 0.5716
H 4.0326 -1.3183 -0.4994
H 3.1826 -3.4919 -2.6409
H 1.6050 -3.3074 -4.5463
H -0.1180 -1.5012 -4.5200
H 0.6374 3.6270 -2.9706
H 2.3106 5.0521 -1.7774
H 3.2927 4.1960 0.3360
H 3.6146 2.5188 1.8679
H 3.1430 0.8629 1.4637
H 2.0683 1.8539 2.4089
H -3.7010 -0.1002 -2.0910
H -5.3194 0.2330 -0.2181
H -4.5629 1.4240 1.8218
H -2.5994 2.0857 3.2508
H -2.2033 3.4035 2.1536
H -0.9870 2.1899 2.5314
*
```

---

# 2
Formula: ClH4N2P
Source: OMol25
Level of theory: ωB97M-V/def2-TZVPD

Its HOMO-LUMO gap is 0.3353 Ha. As for the SMILES: [H]/N=N\[H].PCl. As for the lowest unoccupied orbital energy: 0.26 eV.

ORCA input file:
```
! RIJCOSX wB97M-V def2-TZVPD def2/J DEFGRID3
* xyz 0 1
H -0.9096 0.7768 -0.3680
N -1.0294 0.8479 0.6543
N -1.8049 0.0979 1.1097
H -2.3970 -0.5159 0.4359
P 1.0568 -0.1071 -0.8101
Cl 3.0017 0.2119 -0.4667
H 1.0427 0.0685 0.6400
H 1.0397 -1.3800 -1.1951
*
```